DFT (wB97M-V/def2-TZVPD) results for a molecular structure, C16H15NSn in a non-equilibrium geometry.

Values from the calculation:
E_tot = -887.49207 Ha
charge = -2
maximum force = 0.0449 hartree/bohr
Kohn-Sham gap (alpha / beta) = 4.0 / 3.0 eV

CARTESIAN COORDINATES (ANGSTROEM)
C  -2.7612  -3.0253  -0.7068
C  -1.7277  -2.9859  -1.6653
C  -1.4908  -1.5862  -2.0072
C  -2.4931  -0.8080  -1.2893
C  -3.2182  -1.6940  -0.4664
Sn  -0.0029  -1.3775  -0.1437
C  0.7849  -3.3025  0.6945
C  -0.2179  -3.2604  1.8104
C  -0.4131  -4.2068  2.7872
N  -0.9635  -2.0202  1.7294
H  -0.9137  -1.2371  -2.8638
H  -1.2411  -3.8353  -2.1429
H  -2.6981  0.2497  -1.4551
H  -4.0311  -1.4261  0.2063
H  -3.1763  -3.9219  -0.2500
H  0.6390  -4.0895  -0.0477
H  -1.8745  -2.0105  2.2062
H  1.8313  -3.1911  0.9958
H  0.2376  -5.0785  2.8073
H  -1.1957  -4.0620  3.5229
C  0.5812  0.6131  0.0470
C  0.9627  1.7831  -0.0731
C  1.4851  3.0839  -0.2096
C  2.8127  3.2673  -0.6608
C  3.3623  4.5463  -0.7483
C  2.5939  5.6668  -0.4015
C  1.2617  5.5016  0.0063
C  0.7093  4.2225  0.1043
H  3.4036  2.3888  -0.9293
H  4.3945  4.6680  -1.0859
H  3.0315  6.6664  -0.4539
H  0.6516  6.3743  0.2523
H  -0.3239  4.0871  0.4307



DFT (wB97M-V/def2-TZVPD) results for C7H13FO3S in the gas phase in a non-equilibrium geometry.

Values from the calculation:
energy relative to the best compared isomer or geometry (same formula, charge and spin) = 48.0 kcal per mole
E_tot = -998.20649 Ha
charge = 0
maximum force = 0.0822 hartree/bohr
Kohn-Sham gap = 9.8 eV

CARTESIAN COORDINATES (ANGSTROEM)
C  2.1528  -0.4501  0.2563
C  -0.7964  0.6565  0.4468
C  -2.1335  0.2582  -1.6906
C  -1.0652  -1.6771  -0.7426
C  2.9759  1.1394  1.7481
C  1.9436  -0.7744  -1.1555
C  -1.0195  -0.1726  -0.8117
O  1.7458  -1.1364  1.1620
O  0.9695  1.6168  -1.6161
O  2.9199  0.6684  0.3844
F  1.6938  -2.2070  -1.4388
S  0.5000  0.2959  -1.9079
H  -0.5364  0.0912  1.4839
H  -0.0908  1.4333  0.1861
H  -1.7628  1.0836  0.7562
H  -2.0178  -0.2746  -2.6027
H  -2.1980  1.3142  -1.9073
H  -2.9707  -0.0008  -1.1741
H  -0.9839  -2.1649  -1.7129
H  -0.3422  -1.9826  0.0295
H  -1.9717  -1.9040  -0.1148
H  1.9274  1.4050  2.1105
H  3.6148  2.0509  1.6961
H  3.4605  0.4680  2.3660
H  2.7231  -0.5834  -1.9234



DFT (wB97M-V/def2-TZVPD) results for a molecular structure, C24H16F5MnN4O6SSe.

Values from the calculation:
energy relative to the best compared isomer or geometry (same formula, charge and spin) = 37.5 kcal per mole
2S+1 = 2
E_tot = -6044.63814 Ha
charge = -1
maximum force = 0.0125 hartree/bohr
Kohn-Sham gap (alpha / beta) = 4.9 / 6.4 eV

CARTESIAN COORDINATES (ANGSTROEM)
Mn  0.3205  -0.2792  -0.5153
O  2.6962  2.6368  1.1255
C  1.9660  1.5341  0.8246
O  1.1683  1.5664  -0.1473
C  2.1252  0.3990  1.6359
C  3.0946  0.2956  2.6605
C  3.2063  -0.8624  3.3647
C  2.3116  -1.9238  3.0672
C  1.3981  -1.7668  2.0566
N  1.2891  -0.6568  1.3053
C  0.3683  -2.8527  1.9057
O  0.2322  -3.7361  2.7174
O  -0.5216  -2.6967  0.9248
H  2.6373  3.1953  0.3398
H  3.7444  1.1413  2.8392
H  3.9505  -0.9700  4.1432
H  2.3043  -2.8491  3.6230
C  -1.4322  2.3726  -4.8716
N  -2.1921  2.1058  -3.6671
C  -3.4490  2.5911  -3.3523
C  -3.7754  2.1054  -2.1438
N  -2.7094  1.3225  -1.7110
C  -1.7185  1.3258  -2.6569
S  -0.2262  0.5795  -2.6869
C  -2.7266  0.5721  -0.4998
C  -3.8540  -0.1648  -0.2110
C  -3.8832  -0.8799  0.9828
C  -2.7987  -0.8082  1.8276
C  -1.7180  -0.0220  1.4397
N  -1.6623  0.6508  0.2965
H  -2.0594  2.9358  -5.5589
H  -1.1256  1.4339  -5.3317
H  -0.5322  2.9406  -4.6327
H  -3.9906  3.2445  -4.0120
H  -4.6461  2.2573  -1.5331
H  -4.6672  -0.2141  -0.9221
H  -4.7367  -1.4995  1.2260
H  -2.7541  -1.3753  2.7460
H  -0.8402  0.0598  2.0670
F  2.6631  2.8766  -6.2793
C  2.7788  2.0334  -5.2374
C  3.1089  2.5089  -3.9818
F  3.3400  3.8230  -3.8172
C  3.2094  1.6353  -2.9161
F  3.5759  2.1786  -1.7452
C  2.9414  0.2740  -3.0285
Se  2.7764  -0.8936  -1.5311
C  2.6752  -0.1684  -4.3184
F  2.4132  -1.4618  -4.5475
C  2.5777  0.6800  -5.4052
F  2.2320  0.2092  -6.6185
C  0.5856  -3.3951  -2.2737
O  0.7054  -3.2067  -0.8707
C  -0.0779  -2.1842  -0.3595
O  -1.0466  -1.6769  -1.0174
H  1.3431  -4.1287  -2.5401
H  0.7774  -2.4724  -2.8228
H  -0.4099  -3.7720  -2.5242



DFT (wB97M-V/def2-TZVPD) results for a molecular structure, C31H30BClN8O7TeTi in a non-equilibrium geometry.

Values from the calculation:
energy relative to the best compared isomer or geometry (same formula, charge and spin) = 32.3 kcal per mole
2S+1 = 2
E_tot = -3766.92340 Ha
charge = -1
maximum force = 0.0659 hartree/bohr
Kohn-Sham gap (alpha / beta) = 7.0 / 7.3 eV

CARTESIAN COORDINATES (ANGSTROEM)
Ti  0.6418  -0.0845  -0.1785
C  -1.7914  1.2059  -2.8530
C  -1.6664  -0.2424  -2.5128
C  -2.3740  -1.2748  -3.1494
C  -1.8193  -2.4393  -2.6856
N  -0.8530  -2.1278  -1.8026
N  -0.7709  -0.7741  -1.6704
B  0.3491  -3.0270  -1.3933
N  1.6129  -2.3273  -1.9761
C  2.5103  -2.7043  -2.9080
C  3.4064  -1.6781  -3.0866
C  2.9921  -0.6645  -2.2133
C  3.6497  0.6596  -2.0184
N  1.9073  -1.0649  -1.5472
N  0.5110  -3.0796  0.1413
C  0.5835  -4.1589  0.9402
C  0.8983  -3.7341  2.2081
C  1.0122  -2.3411  2.1096
C  1.3774  -1.4021  3.2094
N  0.7740  -1.9616  0.8553
N  0.0841  -4.4457  -1.8955
C  -0.9819  -5.1909  -1.5121
C  -0.9085  -6.4026  -2.1520
C  0.2633  -6.3196  -2.9296
C  0.8594  -7.3371  -3.8479
N  0.8438  -5.1428  -2.7637
H  -1.5232  1.3404  -3.9046
H  -1.1191  1.8009  -2.2486
H  -2.8161  1.5458  -2.7217
H  -3.1598  -1.1618  -3.8761
H  -2.0468  -3.4598  -2.9377
H  2.4333  -3.6655  -3.3734
H  4.2451  -1.6461  -3.7605
H  4.5417  0.5487  -1.3991
H  3.9500  1.0678  -2.9827
H  2.9830  1.3586  -1.5325
H  0.4027  -5.1504  0.5646
H  1.0302  -4.3370  3.0897
H  2.3075  -1.7246  3.6775
H  0.5973  -1.3931  3.9719
H  1.5193  -0.3990  2.8183
H  -1.7101  -4.8012  -0.8182
H  -1.5908  -7.2319  -2.0724
H  0.2907  -8.2647  -3.8203
H  1.8911  -7.5460  -3.5639
H  0.8713  -6.9606  -4.8716
O  2.8312  5.2678  1.0989
C  2.4333  4.1737  0.8130
C  1.3879  3.8551  -0.2394
O  0.8075  4.6837  -0.9107
C  1.2630  2.4151  -0.2075
C  2.0984  1.8468  0.7696
O  2.0717  0.5451  0.8732
C  2.9014  2.8621  1.4199
O  3.7902  2.7724  2.2411
O  0.6274  1.5846  -0.9851
Cl  -3.0536  1.1375  3.9302
C  -1.3896  0.8762  3.3652
C  -1.2809  0.0617  2.0521
O  -1.7652  -1.0518  1.9542
O  -0.6143  0.6758  1.1191
H  -0.8907  0.3259  4.1584
H  -0.9237  1.8487  3.2358
C  -2.1995  3.4201  0.4730
Te  -3.2216  1.5303  0.3267
C  -4.7621  2.8466  -0.4919
C  -4.5463  4.1786  0.1694
C  -5.5530  5.1249  0.3149
C  -5.2938  6.3393  0.9365
C  -4.0224  6.6125  1.4167
C  -3.0108  5.6739  1.2741
C  -3.2649  4.4584  0.6508
H  -1.6235  3.6029  -0.4369
H  -1.4946  3.4036  1.3031
H  -5.7681  2.4645  -0.3226
H  -4.6244  2.9453  -1.5727
H  -6.5491  4.9059  -0.0534
H  -6.0869  7.0683  1.0496
H  -3.8168  7.5553  1.9083
H  -2.0166  5.8791  1.6533



DFT (wB97M-V/def2-TZVPD) results for 2 unconnected molecules or ions with the total composition C5H11O2S in a non-equilibrium geometry.

Values from the calculation:
energy relative to the best compared isomer or geometry (same formula, charge and spin) = 13.0 kcal per mole
E_tot = -745.82287 Ha
charge = -1
maximum force = 0.0266 hartree/bohr
Kohn-Sham gap = 7.1 eV

CARTESIAN COORDINATES (ANGSTROEM)
C  -0.8489  0.5385  1.2826
C  -0.0390  0.8333  2.5443
C  0.4313  -2.0300  1.3156
S  -1.2049  -1.2371  1.1838
H  -1.8019  1.0602  1.2818
H  -0.2208  0.8700  0.4543
H  1.0008  0.5474  2.3838
H  -0.4695  0.3045  3.4006
H  0.8495  -1.6735  2.2573
H  0.2843  -3.0900  1.5096
H  1.0464  -1.8256  0.4471
H  0.0436  1.8770  2.8635
C  -0.5663  0.8134  -2.4860
C  0.8780  0.7624  -1.9639
O  1.3413  1.9322  -1.7800
O  1.4956  -0.3201  -1.8527
H  -1.0190  -0.1100  -2.8672
H  -0.5555  1.6746  -3.1461
H  -1.2544  0.9579  -1.6381



DFT (wB97M-V/def2-TZVPD) results for 8 unconnected molecules or ions with the total composition H16O8.

Values from the calculation:
energy relative to the best compared isomer or geometry (same formula, charge and spin) = 55.0 kcal per mole
E_tot = -611.49499 Ha
charge = 0
SMILES = O.O.O.O.O.O.O.O
maximum force = 0.0109 hartree/bohr
Kohn-Sham gap = 11.0 eV

CARTESIAN COORDINATES (ANGSTROEM)
O  -1.4656  -0.5695  -1.8778
H  -1.5213  0.3648  -2.1229
H  -1.7089  -1.0424  -2.6833
O  2.7343  1.5366  0.8511
H  3.2154  0.8682  0.3501
H  1.7902  1.3300  0.7053
O  0.5678  2.0190  -2.2695
H  0.9550  1.3076  -1.7410
H  1.3005  2.6194  -2.4475
O  -0.8739  -3.6194  -0.9892
H  -1.6758  -4.1037  -0.7625
H  -1.1571  -2.7004  -1.0709
O  -2.8097  3.7149  -0.8557
H  -3.6344  4.0260  -0.4646
H  -2.6261  2.8827  -0.4098
O  0.1158  0.5450  0.3170
H  -0.4353  1.3124  0.1158
H  -0.4524  -0.2179  0.1384
O  2.5578  -0.9421  2.5692
H  3.0764  -0.1414  2.7101
H  2.1138  -0.7844  1.7322
O  -0.2553  -2.6387  3.0061
H  0.0185  -3.5599  2.9390
H  0.1703  -2.2065  2.2605



DFT (wB97M-V/def2-TZVPD) results for C4H10S2 in the gas phase in a non-equilibrium geometry.

Values from the calculation:
energy relative to the best compared isomer or geometry (same formula, charge and spin) = 98.4 kcal per mole
E_tot = -954.62682 Ha
charge = 0
SMILES = CSC(C)SC
maximum force = 0.1234 hartree/bohr
Kohn-Sham gap = 9.1 eV

CARTESIAN COORDINATES (ANGSTROEM)
C  1.8936  0.4138  -2.1272
S  0.1495  0.1582  -2.0638
C  -0.2292  -0.0659  -0.3476
C  0.2913  -1.5201  0.4465
S  -1.8605  0.4203  0.0753
C  -2.1162  0.8390  1.8513
H  2.0248  0.5066  -3.1555
H  2.3166  -0.4004  -1.8472
H  2.3048  1.3493  -1.7204
H  0.2126  0.8412  0.1172
H  0.0192  -2.3410  -0.0908
H  0.0652  -1.6399  1.6048
H  1.3330  -1.6131  0.2918
H  -2.3666  -0.0667  2.7919
H  -2.9455  1.8367  1.7626
H  -1.0926  1.2819  2.4110



DFT (wB97M-V/def2-TZVPD) results for a molecular structure, C38H32CrN6OS2.

Values from the calculation:
energy relative to the best compared isomer or geometry (same formula, charge and spin) = 10.5 kcal per mole
2S+1 = 5
E_tot = -3711.53153 Ha
charge = +2
maximum force = 0.0132 hartree/bohr
Kohn-Sham gap (alpha / beta) = 5.2 / 5.3 eV

CARTESIAN COORDINATES (ANGSTROEM)
Cr  0.5361  0.1775  -1.5580
S  2.0381  -1.6227  -2.0125
C  1.0289  -2.9605  -2.2718
N  1.5032  -4.1304  -2.6029
C  0.6094  -5.2641  -2.8910
C  -0.5057  -5.2516  -1.8930
N  -1.1827  -3.9491  -1.9683
C  -2.6663  -4.0252  -1.9105
C  -3.2018  -4.6584  -3.1683
C  -3.8057  -5.9085  -3.1136
C  -4.2859  -6.5044  -4.2733
C  -4.1545  -5.8534  -5.4891
C  -3.5510  -4.6021  -5.5484
C  -3.0775  -4.0042  -4.3925
C  -0.5187  -2.8350  -2.1543
S  -1.2729  -1.3336  -2.2672
C  2.9533  -4.4518  -2.6918
C  3.3233  -5.4498  -1.6266
C  3.7216  -6.7351  -1.9695
C  4.0533  -7.6499  -0.9776
C  3.9804  -7.2818  0.3562
C  3.5830  -5.9955  0.7039
C  3.2574  -5.0817  -0.2843
H  1.1961  -6.1749  -2.8051
H  0.2349  -5.1720  -3.9130
H  -0.1407  -5.4158  -0.8764
H  -1.2401  -6.0162  -2.1353
H  -3.0485  -3.0220  -1.7497
H  -2.9088  -4.6336  -1.0383
H  -3.9193  -6.4134  -2.1606
H  -4.7645  -7.4729  -4.2230
H  -4.5297  -6.3150  -6.3924
H  -3.4629  -4.0894  -6.4969
H  -2.6272  -3.0188  -4.4407
H  3.5108  -3.5258  -2.5965
H  3.1225  -4.8538  -3.6916
H  3.7885  -7.0220  -3.0130
H  4.3715  -8.6471  -1.2495
H  4.2430  -7.9929  1.1277
H  3.5432  -5.7059  1.7455
H  2.9704  -4.0701  -0.0151
C  -0.7122  11.3957  6.0762
O  -0.5382  10.0636  6.5507
C  -0.4418  9.0755  5.6470
C  -0.4989  9.2587  4.2659
C  -0.3871  8.1630  3.4274
C  -0.2192  6.8809  3.9400
C  -0.1639  6.7121  5.3276
C  -0.2732  7.7901  6.1731
C  -0.1114  5.7589  3.0155
N  -0.1427  5.8444  1.6987
C  -0.0166  4.5648  1.2558
C  0.0960  3.6743  2.3035
N  0.0333  4.4577  3.4298
C  0.2575  2.2731  2.1175
C  0.3968  1.3040  3.1278
C  0.5512  -0.0168  2.7922
C  0.5931  -0.3786  1.4442
N  0.4728  0.5121  0.4734
C  0.2854  1.8208  0.7873
C  0.1239  2.7386  -0.3192
N  0.1133  2.2048  -1.5730
C  0.0324  3.0209  -2.6139
C  -0.0574  4.4091  -2.4769
C  -0.0856  4.9567  -1.2197
C  0.0013  4.1107  -0.1009
H  -0.7649  12.0203  6.9616
H  -1.6398  11.4886  5.5087
H  0.1359  11.7040  5.4625
H  -0.6294  10.2417  3.8397
H  -0.4312  8.3007  2.3559
H  -0.0316  5.7328  5.7733
H  -0.2314  7.6713  7.2467
H  0.0767  4.1571  4.3876
H  0.3845  1.5958  4.1702
H  0.6537  -0.7779  3.5518
H  0.7390  -1.4085  1.1439
H  0.0111  2.5623  -3.5952
H  -0.1155  5.0249  -3.3625
H  -0.1706  6.0245  -1.0661



Which of these has the lowest E_tot?
C24H16F5MnN4O6SSe